C22H42Cl3MnN2O4SSi | the ωB97M-V functional and the def2-TZVPD basis

XYZ file:
```
76
C22H42Cl3MnN2O4SSi, DFT the ωB97M-V functional and the def2-TZVPD basis
C 1.9626 -1.0756 -3.5971
C 2.9460 -0.3230 -2.7607
H 1.9985 -0.8120 -4.6508
H 0.9509 -0.9149 -3.2292
H 2.1478 -2.1497 -3.5184
C 3.9572 0.4140 -3.2251
C 4.3354 0.6547 -4.6474
H 4.6081 0.8889 -2.4988
H 3.6473 0.2043 -5.3574
H 5.3309 0.2565 -4.8585
H 4.3854 1.7246 -4.8660
Mn 0.0000 0.0000 0.0000
Cl 0.5184 -2.1678 0.6334
Cl -1.3189 -0.6972 -1.7792
H -4.1360 -0.3134 3.7545
H -4.6440 -2.6647 2.7273
C -4.0459 0.0376 2.7262
C -4.5128 -2.1913 1.7536
N -3.6349 -1.0462 1.8575
H -3.3035 0.8248 2.6769
C -2.4956 -0.9890 1.1625
O -1.7073 -0.0311 1.2197
H -4.0892 -2.9179 1.0677
H -2.2941 -1.8504 0.5281
H -5.0116 0.4301 2.4074
H -5.4926 -1.8907 1.3812
H 0.8614 1.6811 -3.5479
H 2.7039 3.1765 -2.6886
C 0.1242 2.3241 -3.0740
C 1.9197 3.8261 -2.2994
N 0.7514 3.0366 -1.9748
H -0.6765 1.7028 -2.6937
C 0.4193 2.7939 -0.7146
O -0.4919 2.0364 -0.3380
H 2.2898 4.3312 -1.4116
H 1.0171 3.3558 0.0156
H -0.2566 3.0410 -3.8010
H 1.6729 4.5736 -3.0520
O 1.5436 0.3723 -0.9975
C 2.6514 -0.4373 -1.2708
C 3.9931 1.2067 0.1028
C 3.8269 -0.0831 -0.3898
H 3.2361 1.9415 -0.1276
C 5.0930 1.5371 0.8814
H 2.4075 -1.4870 -1.0729
C 4.7771 -1.0449 -0.0605
H 5.2124 2.5506 1.2453
C 6.0420 0.5727 1.1933
C 5.8746 -0.7245 0.7253
H 4.6517 -2.0561 -0.4281
H 6.9021 0.8271 1.7999
H 6.6035 -1.4866 0.9703
Si -5.1949 -1.9795 -5.0618
Cl -3.9518 -1.9544 -6.7568
C -5.6373 -0.2072 -4.6747
C -4.2229 -2.7653 -3.6748
C -6.7058 -2.9857 -5.4991
H -4.7484 0.3866 -4.4689
H -6.2844 -0.1541 -3.7984
H -6.1630 0.2595 -5.5057
H -7.2430 -2.5482 -6.3386
H -7.3925 -3.0369 -4.6534
H -6.4368 -4.0046 -5.7721
H -3.3193 -2.1994 -3.4550
H -3.9247 -3.7813 -3.9271
H -4.8195 -2.8091 -2.7629
C 0.4012 2.1647 2.8189
S 1.2171 0.7635 1.9521
C 2.6688 1.1479 3.0003
O 0.3351 -0.2100 2.7482
H 0.8956 3.1277 2.5722
H 0.3222 2.0130 3.9182
H -0.6375 2.2478 2.4371
H 2.4278 1.0302 4.0786
H 3.4446 0.3805 2.8074
H 3.0740 2.1614 2.7956
```

Values from the calculation:
E: -122269.2741 eV
energy above the lowest of the compared OMol25 structures with the same formula, charge and spin: 146.5 kJ/mol
Kohn-Sham gap (alpha / beta): 6.95 / 8.72 eV
multiplicity: 5
expectation value of S²: 6.111
molar mass: 620.0 g/mol

---

C7H10F2O2P | the ωB97M-V functional and the def2-TZVPD basis

XYZ file:
```
22
C7H10F2O2P, DFT the ωB97M-V functional and the def2-TZVPD basis
C -0.6734 -0.9080 2.1252
C -0.8289 -0.5925 -0.2442
C -0.1550 -1.1228 0.9293
C -1.1316 0.6790 -0.5524
C 0.9309 -2.1388 0.5957
C -1.8973 0.8132 -1.8683
C -0.5409 1.8709 0.1449
O 3.8287 -0.6085 -0.8145
O 3.2175 1.6576 -0.0407
F -1.1975 2.1140 1.3687
F -0.8329 3.0308 -0.4688
P 4.3009 0.8165 -0.6278
H -0.2660 -1.3548 2.9589
H -1.3944 -0.1208 2.1984
H -1.1219 -1.3489 -1.0001
H 0.6891 -2.7082 -0.3031
H 1.7032 -1.4766 0.3449
H 1.0844 -2.9003 1.4392
H -1.6724 -0.0940 -2.5083
H -1.7935 1.7089 -2.5100
H -2.8777 0.9093 -1.5729
H 0.6286 1.7738 0.4059
```

Values from the calculation:
E: -26241.1210 eV
energy above the lowest of the compared OMol25 structures with the same formula, charge and spin: 0.0 kJ/mol
charge: -1
Kohn-Sham gap: 7.54 eV
molar mass: 195.1 g/mol

---

C5H7Br2Cl9 | the ωB97M-V functional and the def2-TZVPD basis

XYZ file:
```
23
C5H7Br2Cl9, DFT the ωB97M-V functional and the def2-TZVPD basis
Br 13.7139 20.4711 -14.4487
C 13.9857 22.1458 -15.4000
C 12.6846 22.5595 -16.0378
Br 13.0723 23.8145 -17.5100
H 14.8728 21.9042 -15.9855
H 14.3598 22.9278 -14.7393
H 11.9263 23.0333 -15.4144
H 12.2189 21.7373 -16.5811
C 9.5864 18.5983 -15.7541
Cl 9.8447 19.0078 -14.0595
Cl 10.7055 19.5480 -16.7553
Cl 7.8423 18.8404 -16.1508
H 9.8234 17.5579 -15.9764
C 10.5232 19.7184 -10.4016
Cl 12.0770 20.5638 -10.7784
Cl 9.5695 20.4907 -9.1563
Cl 10.7215 17.9853 -9.9431
H 9.9641 19.7910 -11.3345
C 5.2806 21.1281 -15.6298
Cl 3.7775 20.6043 -16.3357
Cl 5.3677 20.5875 -13.9317
Cl 5.5021 22.8444 -15.6416
H 6.2240 20.8423 -16.0949
```

Values from the calculation:
E: -258074.2973 eV
charge: +1
Kohn-Sham gap (alpha / beta): 8.41 / 2.63 eV
multiplicity: 2
expectation value of S²: 0.753
molar mass: 546.0 g/mol

---

C52H50ClFN5O2S2V | the ωB97M-V functional and the def2-TZVPD basis

XYZ file:
```
114
C52H50ClFN5O2S2V, DFT the ωB97M-V functional and the def2-TZVPD basis
V 13.7332 17.2053 13.4396
C 17.1811 13.7370 13.2432
C 16.4385 13.9528 14.5293
N 15.4036 14.7250 14.5055
N 14.7373 15.1464 13.4012
C 13.5955 14.4814 13.0976
S 12.1800 15.5120 13.0714
S 13.5886 12.8602 12.6745
C 12.4620 12.1735 13.9613
C 12.0294 10.8163 13.5621
C 11.4606 9.9143 14.4664
C 10.8076 8.7754 14.0814
C 10.7327 8.4413 12.6892
C 11.3034 9.2997 11.8180
C 12.0104 10.4527 12.2581
C 16.8467 13.2983 15.7641
C 18.1514 12.6903 15.9513
C 18.7885 12.6951 17.2399
C 17.9098 12.9071 18.3140
C 16.5535 13.2632 18.1832
C 15.8797 13.2838 16.9111
O 14.6570 13.4933 16.7381
H 18.2596 13.9821 13.3656
H 16.9552 12.7623 12.8014
H 16.6890 14.3639 12.5315
H 12.9963 12.1566 14.8804
H 11.5696 12.8224 14.0453
H 11.5442 10.0310 15.5525
H 10.1871 8.0660 14.6259
H 10.2687 7.5110 12.4433
H 11.1380 9.1336 10.7030
H 12.5048 11.0263 11.4391
H 18.6691 12.2306 15.0749
H 19.9042 12.6259 17.2489
H 18.2416 12.7486 19.3528
H 15.8739 13.3991 19.0132
C 6.4167 18.8475 10.8632
C 7.0034 20.0501 11.4877
C 6.2096 21.0917 11.9690
C 6.7067 22.2794 12.5292
C 8.1117 22.4823 12.5839
C 8.9361 21.4615 12.0621
C 8.4059 20.2605 11.5682
N 9.3156 19.2470 11.1603
C 10.4693 18.8651 11.8017
N 10.3372 18.8437 13.2193
C 11.2977 19.0522 14.1884
C 12.5783 18.5575 14.1126
C 13.7106 18.9984 15.0622
C 13.3025 19.2195 16.5198
C 11.8510 19.5804 16.5291
C 10.9925 19.6334 15.4591
C 9.6264 20.2517 15.5662
N 11.4632 18.3678 11.2335
C 11.2627 17.8653 9.9353
C 10.8629 16.4769 9.7593
C 10.7994 15.8922 8.4879
C 11.3778 16.5563 7.3895
C 11.8827 17.8136 7.5462
C 11.7888 18.5842 8.7728
C 12.1846 20.0569 8.8710
H 6.7659 17.9038 11.2343
H 6.5231 18.7505 9.7578
H 5.3121 18.7994 11.1427
H 5.1635 20.8765 11.8986
H 6.0593 22.8457 13.2523
H 8.5151 23.4449 12.8352
H 9.9992 21.5498 12.1188
H 9.2879 19.0146 10.1862
H 9.3625 19.0161 13.4637
H 14.3453 19.8084 14.6628
H 13.7869 20.1025 17.0073
H 11.4070 19.8520 17.4412
H 9.4767 20.6362 16.6166
H 8.7324 19.6104 15.3696
H 9.4133 21.2253 15.0041
H 10.6702 15.8760 10.6178
H 10.3336 14.9695 8.3313
H 11.2976 16.0966 6.4347
H 12.3493 18.3088 6.7374
H 12.1773 20.3598 9.9553
H 11.5156 20.7085 8.2490
H 13.1910 20.1710 8.5892
C 16.0106 8.4625 9.0539
O 16.4842 8.7390 7.7463
H 16.6410 8.9397 9.8839
H 16.0218 7.3762 9.2152
H 15.0129 8.9694 9.2352
H 15.8572 9.3590 7.3794
F 15.3611 17.0210 18.7165
C 15.1906 17.6194 17.5142
C 13.6782 18.0046 17.3285
C 14.2136 16.9763 16.4319
C 14.6216 17.6596 15.1339
C 16.0207 18.0653 15.4934
C 16.3386 18.1051 16.8012
H 13.0072 17.6895 18.1496
H 13.8991 15.9208 16.4688
H 16.6974 18.3093 14.6619
H 17.2889 18.4069 17.2596
Cl 16.2782 23.4623 10.1756
C 15.8126 21.8781 10.6810
C 14.6866 21.6750 11.4482
C 14.2837 20.3598 11.8195
C 15.0076 19.2533 11.4841
C 14.6788 17.8785 11.7562
C 16.2401 19.5037 10.8107
C 16.6641 20.7453 10.3509
H 14.2820 22.5559 11.8982
H 13.4422 20.3137 12.4280
H 15.4147 17.0693 11.5424
H 13.7550 17.5589 11.2301
H 16.8426 18.5995 10.7488
H 17.4926 20.8948 9.7112
```

Values from the calculation:
E: -128869.7920 eV
charge: -1
Kohn-Sham gap (alpha / beta): 5.45 / 5.49 eV
multiplicity: 2
expectation value of S²: 0.828
molar mass: 946.5 g/mol